1.
{"formula": "C5H12N4O", "method": "the ωB97M-V functional and the def2-TZVPD basis", "species": ["H", "H", "H", "H", "H", "H", "C", "C", "H", "O", "H", "N", "H", "N", "C", "N", "C", "H", "H", "C", "H", "N"], "positions_angstrom": [[-0.1515, -3.4704, 0.8452], [-0.3771, -0.9981, 2.6888], [-1.6620, 1.4045, -0.8559], [-1.3945, 2.1802, -2.6044], [-0.3426, -1.2685, -1.3452], [0.9941, 2.2383, 0.8444], [0.9184, 0.8331, -0.7189], [-0.9481, -2.6701, 0.6244], [-1.3675, -2.9875, -0.2757], [0.1422, 1.3992, -1.5979], [0.0812, 1.1053, 2.7140], [-0.1280, -0.6260, 1.7835], [2.8013, 0.1839, -0.2864], [2.1497, 0.4630, -1.0276], [-1.0895, 1.9824, -1.5167], [0.7447, 1.2274, 0.7332], [0.2102, 0.6567, 1.7734], [2.4954, 0.1730, -1.9669], [-1.6135, -2.7141, 1.3686], [-0.3585, -1.3471, 0.5361], [-1.1022, 3.0367, -1.2017], [-0.0023, -0.8022, -0.5141]], "forces_ev_per_angstrom": [[-0.8, 1.3, -0.1], [-0.3, -0.5, -0.1], [-1.7, -0.8, 0.3], [-0.2, -1.3, 1.6], [0.3, -0.1, -0.5], [-0.3, -1.0, 0.1], [-1.9, -1.0, 0.9], [3.6, -1.5, -0.5], [-0.8, -0.3, -1.6], [4.7, -0.7, -0.6], [0.2, 1.4, 0.9], [-0.3, 0.0, -1.6], [-0.6, 0.3, -0.3], [1.6, -0.1, -0.4], [-1.7, 2.9, -1.8], [0.6, 2.8, -1.2], [0.4, -2.4, -1.1], [-0.9, 0.7, 0.8], [-2.8, -0.3, 2.9], [0.2, -0.6, 2.9], [0.7, -0.3, 0.6], [0.0, 1.6, -1.2]], "mulliken_charge": [0.350, 0.277, 0.339, 0.262, 0.249, 0.302, 0.458, -1.424, 0.399, -0.305, 0.484, -0.053, 0.263, -0.327, -0.634, -0.167, -0.013, 0.296, 0.460, 0.765, 0.307, -0.289], "e_homo_ha": -0.7003, "charge": 2, "spin_multiplicity": 1, "homo_lumo_gap_ev": 10.484, "lumo_ha": -0.3151}



2.
{"formula": "C5H10N", "method": "the ωB97M-V functional and the def2-TZVPD basis", "species": ["H", "H", "H", "H", "N", "H", "C", "H", "H", "H", "H", "C", "H", "C", "C", "C"], "positions_angstrom": [[1.5684, 1.7255, -0.6255], [0.7593, -2.0534, -0.8870], [0.7253, -1.3214, 1.7179], [-1.4579, -1.3283, -0.1165], [0.7223, 1.3899, -0.2619], [-3.6170, -0.5661, 0.4422], [1.2373, -1.1849, -0.6772], [0.8801, 1.8417, 0.6460], [2.1808, -0.9459, -1.1879], [2.1100, -0.2548, 1.0084], [0.0929, 2.0501, -0.7705], [-1.5464, -0.3396, -0.0213], [-3.0549, 1.1624, 0.5470], [1.1786, -0.8284, 0.8273], [-2.8061, 0.1206, 0.2253], [0.4451, -0.0413, -0.2089]], "forces_ev_per_angstrom": [[2.5, -0.5, -1.7], [-1.5, -2.2, -1.4], [0.3, 0.1, -1.3], [0.4, -3.9, -0.5], [-0.6, 2.5, 0.1], [0.3, -0.4, -0.5], [1.7, 2.3, 1.3], [-1.0, -0.7, 0.7], [-0.5, -0.5, 0.2], [-0.5, -0.6, 0.8], [-0.4, -1.2, 0.3], [0.7, 2.7, 0.1], [0.4, -0.8, -0.8], [1.3, 1.5, -0.5], [2.7, 1.8, 1.0], [-5.8, -0.2, 2.1]], "mulliken_charge": [0.354, 0.297, 0.288, 0.254, -0.281, 0.283, -0.725, 0.391, 0.240, 0.297, 0.390, -0.144, 0.225, -0.663, -0.660, 0.454], "e_homo_ha": -0.5144, "charge": 1, "spin_multiplicity": 1, "homo_lumo_gap_ev": 10.208, "lumo_ha": -0.1392}



3.
{"formula": "C2H2FKLiO", "method": "the ωB97M-V functional and the def2-TZVPD basis", "species": ["Li", "C", "F", "C", "K", "H", "O", "H"], "positions_angstrom": [[-1.3544, 0.4746, 1.5911], [0.7712, -1.1606, -1.6671], [0.0760, 2.2452, 0.7114], [0.5705, 1.2512, 1.4283], [-3.0962, -1.7511, -0.7454], [1.4869, 1.5509, 1.9304], [-0.2526, -1.5571, -1.3185], [1.7986, -1.0531, -1.9304]], "forces_ev_per_angstrom": [[1.2, 0.6, 0.4], [1.6, 3.2, -1.5], [-0.7, 2.6, -1.7], [-0.7, -3.2, 1.7], [0.3, -0.2, -0.4], [0.3, 0.2, -0.2], [-2.7, -2.1, 1.3], [0.7, -1.1, 0.3]], "mulliken_charge": [0.703, -0.064, -0.201, -0.611, 0.977, 0.142, -0.376, 0.431], "e_homo_ha": [-0.3774, -0.3275], "charge": 1, "spin_multiplicity": 1, "homo_lumo_gap_ev": [5.115, 3.795], "lumo_ha": [-0.1894, -0.1880]}



4.
{"formula": "C20H25ClN15O3Se3TeZr", "method": "the ωB97M-V functional and the def2-TZVPD basis", "species": ["O", "H", "O", "H", "H", "C", "H", "N", "Se", "C", "C", "C", "C", "H", "H", "H", "H", "N", "C", "C", "H", "C", "H", "N", "C", "N", "C", "N", "H", "N", "H", "H", "Se", "N", "C", "H", "H", "C", "C", "C", "H", "N", "C", "H", "Zr", "N", "H", "H", "N", "H", "C", "H", "N", "Te", "N", "C", "N", "O", "Cl", "C", "C", "C", "H", "H", "H", "N", "H", "N", "Se"], "positions_angstrom": [[-0.5613, -0.1509, -1.5393], [3.7740, 3.3702, -4.1781], [1.8252, -0.2954, -0.2717], [-4.1732, 0.8054, 3.8177], [-3.9180, 2.3316, 5.7589], [0.0559, -1.0249, -2.1597], [-1.2609, 2.5713, -0.5717], [-2.8688, -0.8892, 0.6220], [-0.9185, -0.9704, 3.4075], [-1.9920, 1.9985, 0.0001], [2.9315, 1.2272, -1.6892], [1.8299, 0.8868, -0.7376], [-3.2887, 2.7827, 0.1348], [5.9140, -0.0302, -2.7094], [2.1886, -4.4449, -3.2309], [-2.2068, 1.0805, -0.5419], [-1.9638, 1.0095, 5.2106], [-0.8953, -3.7176, 0.8458], [-4.1162, 1.8897, 3.6580], [-3.4064, 2.5613, 4.8233], [1.4832, -0.0102, -3.4673], [-1.8762, -2.7648, 0.7338], [1.3753, -4.5647, -1.6806], [1.4266, -4.1515, -2.6436], [0.7537, -0.8188, -3.5187], [0.9160, -2.2218, 1.3032], [4.0409, 0.3868, -1.7432], [1.3965, -4.2648, 0.6455], [-3.4110, 3.6426, 4.6669], [0.2375, -2.3078, -1.7981], [4.0935, -0.4441, -1.0502], [-0.3927, 1.9423, 3.4843], [1.7413, 1.2476, 2.4156], [-1.3617, 1.6859, 1.2965], [1.0379, -2.8852, -2.7082], [-3.0828, 3.7980, 0.4849], [1.9906, 2.9777, -2.4817], [3.8379, 2.5416, -3.4860], [5.0467, 0.6147, -2.6672], [2.8430, 2.3137, -2.5482], [-3.7985, 2.8368, -0.8280], [2.2666, -2.3852, 1.2313], [2.5050, -2.2810, -4.6135], [-1.3671, 2.6411, 5.5495], [0.0775, -0.1838, 0.9041], [-1.3857, 2.1475, 3.5469], [0.0072, -0.5825, -4.2820], [3.4425, -2.1456, -4.0641], [1.3520, -2.0963, -3.7599], [2.4853, -3.2760, -5.0605], [0.4285, -3.4016, 0.8987], [-4.2948, 1.0320, 0.8931], [-3.7535, -1.8138, 0.7374], [2.8633, -0.4508, 3.8556], [-3.4055, 2.1881, 2.4248], [-4.1378, 2.0761, 1.1749], [-3.1692, -3.0179, 0.8082], [0.9448, 1.6977, -0.4238], [6.1739, 1.9609, -4.7185], [-2.0536, 1.9463, 2.3880], [-1.9779, 2.0485, 4.8671], [4.9280, 1.6867, -3.5394], [-5.1077, 2.5621, 1.3047], [-1.1505, -4.6750, 0.6859], [-5.1332, 2.2713, 3.5541], [-1.6411, -1.4538, 0.5896], [2.4692, -1.5494, -5.4175], [2.5390, -3.5701, 0.8641], [0.8483, -1.9209, 4.5426]], "forces_ev_per_angstrom": [[0.5, -0.4, -0.3], [0.0, 0.0, 0.0], [0.7, -0.1, -0.7], [0.0, 0.0, 0.0], [0.0, 0.0, 0.0], [0.1, -0.4, -0.6], [0.0, -0.1, -0.1], [-0.4, 0.1, -0.1], [0.0, 0.1, 0.3], [-0.1, 0.2, -0.1], [0.1, -0.1, 0.1], [0.4, 0.4, -0.3], [0.0, -0.2, 0.1], [0.0, 0.0, 0.0], [0.0, -0.1, 0.1], [0.0, 0.0, 0.0], [0.1, 0.0, 0.0], [-0.4, 0.1, -0.2], [0.0, 0.1, 0.1], [0.1, -0.1, -0.1], [0.0, 0.0, 0.0], [0.0, 0.1, 0.0], [0.1, 0.4, -0.9], [0.2, -0.8, 1.5], [-0.5, 0.9, 0.1], [0.4, -0.4, -1.0], [-0.1, 0.0, 0.0], [-0.4, -0.3, -0.5], [-0.1, 0.0, 0.0], [0.2, -0.6, 0.0], [0.0, 0.0, 0.0], [0.0, -0.1, -0.1], [0.5, 0.2, 0.9], [-0.2, -0.5, -0.2], [-0.8, 1.0, 0.2], [-0.1, 0.0, -0.1], [0.0, -0.1, 0.0], [0.1, 0.0, -0.1], [0.0, 0.0, 0.0], [0.0, 0.1, 0.1], [0.0, 0.0, 0.0], [0.3, 0.2, 0.0], [0.0, 0.0, 0.1], [0.0, 0.0, 0.0], [-0.6, 1.2, 0.3], [0.0, -0.1, 0.0], [0.0, 0.1, 0.0], [0.0, 0.0, 0.0], [0.2, -0.3, 0.0], [0.0, 0.0, -0.1], [0.5, -0.2, 0.6], [0.0, 0.0, 0.0], [0.0, 0.2, -0.1], [0.0, 0.2, 0.3], [0.1, -0.3, -0.1], [0.0, 0.1, -0.1], [0.2, -0.3, 0.0], [0.0, 0.0, 0.1], [0.1, 0.0, -0.1], [0.1, 0.6, 0.3], [-0.1, 0.1, 0.0], [-0.1, -0.1, 0.1], [0.0, 0.0, 0.1], [0.0, 0.0, 0.0], [0.0, 0.0, 0.0], [-1.1, -1.2, 0.1], [0.0, 0.0, 0.0], [-0.1, 0.0, 0.1], [0.1, 0.0, 0.1]], "mulliken_charge": [-0.370, 0.419, -0.667, 0.269, 0.381, 0.337, 0.456, 0.036, 0.144, -0.363, -0.462, 1.305, -0.852, 0.450, 0.219, 0.237, 0.233, 0.072, -0.581, -0.708, 0.111, 0.368, 0.361, -0.424, -0.118, 0.831, -0.025, -0.677, 0.305, -0.052, 0.514, 0.041, -0.530, -0.054, 0.319, 0.341, 0.443, -0.717, -0.850, -0.172, 0.444, 0.000, -1.219, 0.371, -0.287, 0.166, 0.210, 0.367, 0.041, 0.412, 0.293, 0.150, -0.774, -0.158, 0.130, -0.579, -0.751, -0.616, -0.235, -0.291, -0.603, 0.461, 0.458, 0.309, 0.395, 0.571, 0.396, -0.835, -0.394], "e_homo_ha": -0.1223, "charge": -1, "spin_multiplicity": 1, "homo_lumo_gap_ev": 5.257, "lumo_ha": 0.0708}



Asked for energy relative to the best compared isomer or geometry (same formula, charge and spin) across the records above, the calculation gives 2.051; 4.833; 6.203; 0.000 eV in order.
Asked for F_max across the records above, the calculation gives 4.8; 6.1; 3.9; 1.7 eV/A in order.